<A>
26
Properties=species:S:1:pos:R:3:lowdin_charge:R:1 method="wB97M-V/def2-TZVPD" orbital_gap_ev=8.962 charge=0 lumo_energy_ha=0.025
C -1.983 1.481 -0.613 -0.067
C -2.595 -0.745 -0.104 -0.349
C -2.483 -0.156 1.279 -0.040
C -1.421 0.857 0.688 -0.236
C -1.266 -1.408 -0.216 -0.120
C 0.828 -0.031 0.074 -0.258
C 1.505 1.180 -0.072 -0.080
C 2.949 1.234 0.056 -0.113
C 3.030 -1.077 -0.091 -0.185
C 1.577 -1.206 -0.328 -0.002
H -1.209 1.960 -1.211 0.099
H -2.712 2.268 -0.218 0.134
H -1.721 -0.179 -1.853 0.076
H -3.486 -1.272 -0.426 0.146
H -2.106 -0.808 2.105 0.140
H -3.460 0.277 1.571 0.118
H -0.820 1.456 1.336 0.129
H -1.018 -1.541 -1.164 0.064
H -0.931 -2.349 0.383 0.157
H 0.937 2.193 -0.423 0.143
H 3.311 2.418 0.143 0.140
H 3.874 -2.004 0.259 0.164
H 1.263 -2.145 -0.488 0.037
N -2.280 0.103 -1.142 -0.024
N -0.483 -0.273 0.395 -0.052
N 3.794 0.021 0.168 -0.021


<B>
26
Properties=species:S:1:pos:R:3:lowdin_charge:R:1 method="wB97M-V/def2-TZVPD" orbital_gap_ev=10.518 charge=0 lumo_energy_ha=0.012
C 0.278 2.244 -0.484 -0.238
C -3.518 -0.750 -0.201 -0.045
C -2.903 -0.547 1.054 -0.128
C -2.805 -0.307 -1.309 -0.091
C -1.146 0.369 0.057 -0.291
C 1.347 -1.188 1.026 -0.092
C 2.774 0.634 0.548 -0.042
C 1.312 -0.431 -1.342 -0.036
C 0.292 1.100 0.366 -0.168
C 1.401 0.014 0.130 -0.552
N 0.277 3.151 -1.166 0.184
N -1.734 -0.012 1.159 0.124
N -1.596 0.354 -1.217 0.143
H -4.531 -1.048 -0.316 0.088
H -3.576 -0.687 1.935 0.126
H -3.262 -0.378 -2.354 0.132
H 2.327 -1.678 0.887 0.086
H 0.515 -1.998 0.724 0.122
H 1.235 -1.035 2.133 0.099
H 2.793 0.761 1.531 0.031
H 2.930 1.610 0.113 0.085
H 3.639 0.041 0.276 0.089
H 0.714 0.362 -1.927 0.096
H 0.784 -1.411 -1.297 0.083
H 2.338 -0.523 -1.679 0.078
H 0.114 1.357 1.354 0.116


Verdict on stability: <B> comes out on top.


<A>
15
Properties=species:S:1:pos:R:3:lowdin_spin:R:1 method="wB97M-V/def2-TZVPD" orbital_gap_ev="8.396 / 8.196" multiplicity=3 charge=0 lumo_energy_ha="0.016 / -0.041"
C 0.391 -0.360 -0.192 0.609
C -2.854 -2.586 -0.485 0.102
C -2.609 -1.329 -0.416 0.666
C 1.274 1.586 -0.480 0.035
C 1.948 1.224 0.895 0.008
N 1.314 -0.927 0.438 0.088
O 0.083 0.817 -0.570 0.143
O 2.292 -0.117 1.074 0.104
I -3.414 0.452 0.120 0.191
H -3.801 -2.984 -0.585 0.023
H -2.033 -3.257 -0.549 0.020
H 1.193 2.703 -0.507 0.004
H 1.939 1.376 -1.411 0.000
H 2.778 1.873 0.766 0.007
H 1.501 1.529 1.901 0.000


<B>
15
Properties=species:S:1:pos:R:3:lowdin_spin:R:1 method="wB97M-V/def2-TZVPD" orbital_gap_ev="6.984 / 5.051" multiplicity=3 charge=0 lumo_energy_ha="0.012 / -0.160"
C 0.217 -1.244 1.126 0.119
C -0.244 0.892 -0.086 0.002
C -0.713 0.931 1.402 0.055
C -0.101 -0.224 2.118 0.364
C 1.034 -0.517 -1.533 0.001
N 0.174 -0.342 -0.407 0.004
O 0.528 -2.348 1.162 0.091
O -0.317 1.920 -0.748 0.008
I 1.873 0.266 2.879 1.328
H -0.694 1.817 2.140 0.013
H -1.842 0.851 1.262 0.013
H -0.852 -0.475 2.985 0.001
H 0.700 -1.337 -2.128 0.000
H 2.133 -0.683 -1.290 0.000
H 1.042 0.327 -2.178 0.000


Verdict on stability: <B> comes out on top.


<A>
14
Properties=species:S:1:pos:R:3:lowdin_charge:R:1 method="wB97M-V/def2-TZVPD" orbital_gap_ev=8.527 charge=0 lumo_energy_ha=-0.014
C 1.507 1.157 -0.190 -0.214
C -0.304 -0.055 0.745 -0.242
C -1.419 0.255 -0.281 -0.610
C 1.697 -1.169 0.122 -0.331
H 1.203 2.978 -0.080 0.054
H 2.612 1.155 -0.530 0.175
H -0.326 -0.928 1.309 0.084
H -0.204 0.868 1.366 0.123
H -1.106 0.783 -1.194 0.060
H 1.114 -2.032 0.625 0.159
N 0.745 2.114 0.101 0.105
N 0.921 -0.068 0.005 -0.107
O 2.782 -1.397 -0.314 0.069
S -2.881 -0.443 -0.131 0.675


<B>
14
Properties=species:S:1:pos:R:3:lowdin_charge:R:1 method="wB97M-V/def2-TZVPD" orbital_gap_ev=8.523 charge=0 lumo_energy_ha=0.016
C -0.933 -1.292 0.731 -0.097
C 1.128 1.395 0.658 -0.351
C 0.112 -2.122 1.295 -0.015
C 0.296 1.743 -1.616 -0.132
N -1.795 -0.830 0.071 -0.601
N 0.524 1.180 -0.358 0.048
O 1.516 1.300 1.731 0.161
S -2.667 -0.044 -0.926 0.557
H 1.015 -1.792 0.840 0.083
H -0.074 -3.145 1.049 0.091
H 0.257 -1.960 2.261 0.036
H 0.830 2.627 -1.658 0.055
H 0.573 0.910 -2.293 0.099
H -0.783 2.029 -1.784 0.065


<C>
14
Properties=species:S:1:pos:R:3:lowdin_charge:R:1 method="wB97M-V/def2-TZVPD" orbital_gap_ev=9.561 charge=0 lumo_energy_ha=0.024
C -0.223 -1.206 -0.900 -0.105
C -1.877 0.270 -0.018 -0.118
C -1.542 -1.022 -0.409 -0.024
C 0.214 1.011 -0.515 -0.816
N 0.613 -0.183 -0.909 0.008
N -1.003 1.265 -0.084 0.078
O 1.257 0.078 1.744 -0.031
S 1.459 2.200 -0.713 0.828
H 0.265 -2.098 -0.924 0.080
H -2.756 0.486 0.542 0.102
H -2.191 -1.801 -0.575 0.067
H 2.073 0.532 1.949 0.047
H 1.290 -0.834 1.623 0.011
H 2.421 1.299 -0.809 -0.127


<D>
14
Properties=species:S:1:pos:R:3:lowdin_charge:R:1 method="wB97M-V/def2-TZVPD" orbital_gap_ev=8.825 charge=0 lumo_energy_ha=0.023
C -0.427 -0.156 1.715 -0.044
C -0.085 -0.076 0.272 -0.284
C -0.379 -0.892 -0.818 -0.284
C 0.213 -0.281 -1.933 -0.088
H -1.046 0.698 2.033 0.086
H -1.031 -1.051 1.922 0.078
H 0.468 -0.193 2.356 0.085
H -1.412 -2.268 0.015 0.086
H 0.199 -0.621 -2.951 0.110
H 1.821 2.804 -0.498 -0.134
N 0.833 0.851 -1.594 0.014
N 0.635 0.952 -0.271 -0.509
O -1.081 -2.058 -0.852 0.060
S 1.291 2.291 0.604 0.824


Verdict on stability: <C> comes out on top.